(1)
Molecular formula: C42H86N2O24
Method: DFT, ωB97M-V/def2-TZVPD

Total charge: -1
Spin multiplicity: 2
Expectation value of S²: 0.7531
E_LUMO (spin up / spin down): 1.7 / 1.7 eV
HOMO-LUMO gap (spin up / spin down): 2.783 / 6.890 eV
Highest occupied orbital energy (spin up / spin down): -1.071 / -5.178 eV

Each line ends with the Löwdin spin population.
CARTESIAN COORDINATES (ANGSTROEM)
C (-2.662, -3.026, 4.991)  0.0031
N (-1.612, -3.572, 4.103)  0.0038
O (-1.126, -4.702, 4.365)  0.0050
O (-1.321, -2.880, 3.150)  0.0012
H (-2.689, -3.681, 5.861)  0.0000
H (-3.603, -2.887, 4.459)  0.0013
H (-2.383, -2.036, 5.350)  0.0022
C (-6.037, 0.764, 4.413)  0.0317
N (-4.823, 0.677, 3.583)  0.4019
O (-3.984, -0.175, 3.876)  0.2297
O (-4.730, 1.374, 2.633)  0.2409
H (-6.147, 1.815, 4.680)  0.0160
H (-5.944, 0.209, 5.347)  0.0020
H (-6.870, 0.420, 3.801)  0.0172
O (-4.805, -0.894, -0.607)  0.0039
C (-5.761, -0.645, 0.110)  0.0042
O (-6.225, -1.361, 1.223)  0.0026
C (-5.537, -2.485, 1.656)  0.0036
C (-6.228, -2.878, 2.940)  0.0020
C (-6.654, 0.504, -0.279)  0.0043
H (-4.519, -2.134, 1.831)  0.0024
H (-5.491, -3.231, 0.862)  0.0001
H (-6.259, -2.072, 3.674)  0.0002
H (-5.617, -3.637, 3.430)  0.0002
H (-7.149, -3.419, 2.725)  0.0001
H (-6.066, 1.342, -0.652)  0.0003
H (-7.284, 0.829, 0.549)  0.0016
H (-7.264, 0.126, -1.100)  0.0008
O (2.652, 1.548, 1.854)  0.0003
C (2.490, 2.552, 1.140)  0.0000
O (3.119, 3.751, 1.197)  0.0000
C (4.181, 3.942, 2.181)  0.0000
C (4.817, 5.371, 2.141)  0.0000
C (1.379, 2.636, 0.162)  0.0000
H (4.990, 3.216, 2.093)  0.0000
H (3.757, 3.760, 3.169)  0.0000
H (5.207, 5.528, 1.135)  0.0000
H (5.757, 5.400, 2.691)  0.0000
H (4.183, 6.213, 2.419)  0.0000
H (1.183, 1.583, -0.040)  0.0000
H (1.817, 3.106, -0.718)  0.0000
H (0.529, 3.189, 0.561)  0.0000
O (3.069, -1.000, -3.366)  0.0000
C (4.024, -1.357, -2.699)  0.0000
O (5.160, -1.782, -3.293)  0.0000
C (5.189, -2.009, -4.724)  0.0000
C (6.648, -2.386, -4.952)  0.0000
C (4.070, -1.186, -1.209)  0.0000
H (4.932, -1.111, -5.286)  0.0000
H (4.466, -2.791, -4.955)  0.0000
H (7.428, -1.739, -4.550)  0.0000
H (6.819, -2.301, -6.025)  0.0000
H (6.845, -3.396, -4.592)  0.0000
H (3.637, -0.274, -0.799)  0.0000
H (5.092, -0.855, -1.024)  0.0000
H (3.729, -2.012, -0.585)  0.0000
O (-0.339, 6.883, 1.987)  0.0001
C (-0.972, 6.014, 1.475)  0.0002
O (-0.745, 5.438, 0.204)  0.0000
C (0.226, 6.014, -0.709)  0.0000
C (-0.451, 6.590, -1.955)  0.0000
C (-2.130, 5.326, 2.199)  0.0023
H (0.917, 5.238, -1.038)  0.0000
H (0.861, 6.697, -0.145)  0.0000
H (-0.904, 5.779, -2.524)  0.0000
H (0.219, 7.084, -2.658)  0.0000
H (-1.293, 7.225, -1.678)  0.0000
H (-3.026, 5.934, 2.079)  0.0003
H (-1.989, 5.230, 3.275)  0.0012
H (-2.210, 4.306, 1.824)  0.0011
O (-1.029, 0.490, -1.062)  0.0005
C (-1.321, 0.112, 0.060)  0.0002
O (-0.690, -0.850, 0.717)  0.0001
C (0.529, -1.433, 0.219)  0.0000
C (1.452, -1.815, 1.420)  0.0001
C (-2.358, 0.856, 0.794)  0.0035
H (1.069, -0.741, -0.428)  0.0000
H (0.301, -2.360, -0.307)  0.0000
H (0.791, -2.337, 2.111)  0.0000
H (1.892, -0.981, 1.966)  0.0000
H (2.214, -2.544, 1.143)  0.0000
H (-3.124, 1.086, 0.053)  0.0001
H (-1.887, 1.773, 1.148)  0.0011
H (-2.708, 0.225, 1.611)  0.0017
O (-5.759, 4.687, -1.969)  0.0001
C (-5.000, 4.290, -1.153)  0.0000
O (-5.308, 3.836, 0.096)  0.0007
C (-6.627, 3.749, 0.673)  0.0006
C (-7.102, 5.069, 1.132)  0.0008
C (-3.515, 4.142, -1.491)  0.0000
H (-6.483, 3.193, 1.599)  0.0015
H (-7.251, 3.243, -0.064)  0.0000
H (-8.163, 4.965, 1.358)  0.0000
H (-6.949, 5.818, 0.355)  0.0000
H (-6.465, 5.458, 1.926)  0.0009
H (-2.896, 3.870, -0.636)  0.0000
H (-3.064, 5.017, -1.959)  0.0000
H (-3.256, 3.310, -2.145)  0.0000
O (-0.811, -3.235, -4.992)  0.0000
C (-1.092, -2.175, -4.396)  0.0000
O (-2.047, -1.250, -4.876)  0.0000
C (-2.851, -1.509, -6.063)  0.0000
C (-2.251, -1.029, -7.369)  0.0000
C (-0.406, -1.851, -3.149)  0.0000
H (-3.737, -0.901, -5.883)  0.0000
H (-3.169, -2.546, -6.173)  0.0000
H (-1.699, -0.093, -7.293)  0.0000
H (-3.015, -1.039, -8.147)  0.0000
H (-1.582, -1.841, -7.655)  0.0000
H (-0.569, -0.814, -2.854)  0.0000
H (0.662, -2.067, -3.162)  0.0000
H (-0.793, -2.572, -2.429)  0.0000
O (-5.522, -6.068, -2.663)  0.0000
C (-4.609, -5.499, -3.226)  0.0000
O (-3.676, -4.753, -2.596)  0.0000
C (-3.829, -4.497, -1.225)  0.0001
C (-2.629, -3.681, -0.640)  0.0001
C (-4.319, -5.721, -4.648)  0.0000
H (-3.855, -5.475, -0.744)  0.0000
H (-4.782, -3.971, -1.171)  0.0000
H (-1.736, -4.279, -0.816)  0.0000
H (-2.781, -3.575, 0.434)  0.0001
H (-2.584, -2.673, -1.052)  0.0000
H (-5.229, -5.755, -5.247)  0.0000
H (-3.849, -6.694, -4.792)  0.0000
H (-3.711, -4.927, -5.082)  0.0000
O (6.567, -0.357, 3.686)  0.0000
C (6.439, 0.251, 2.644)  0.0000
O (7.116, 1.265, 2.327)  0.0000
C (7.984, 1.865, 3.244)  0.0000
C (8.688, 2.985, 2.472)  0.0000
C (5.434, -0.155, 1.574)  0.0000
H (8.754, 1.173, 3.585)  0.0000
H (7.525, 2.243, 4.157)  0.0000
H (9.278, 2.636, 1.625)  0.0000
H (9.398, 3.560, 3.066)  0.0000
H (7.985, 3.745, 2.131)  0.0000
H (4.501, -0.522, 2.000)  0.0000
H (5.823, -0.958, 0.948)  0.0000
H (5.200, 0.719, 0.965)  0.0000
O (4.702, -4.576, 0.288)  0.0000
C (5.285, -4.186, 1.303)  0.0000
O (6.500, -3.744, 1.340)  0.0000
C (7.251, -3.621, 0.129)  0.0000
C (8.792, -3.483, 0.305)  0.0000
C (4.610, -4.131, 2.678)  0.0000
H (6.964, -2.706, -0.391)  0.0000
H (7.055, -4.432, -0.573)  0.0000
H (9.119, -2.736, 1.028)  0.0000
H (9.114, -3.223, -0.703)  0.0000
H (9.071, -4.486, 0.627)  0.0000
H (5.191, -3.483, 3.332)  0.0000
H (4.738, -5.124, 3.110)  0.0000
H (3.555, -3.863, 2.614)  0.0000



(2)
Molecular formula: C15H14LaN3O5
Method: DFT, ωB97M-V/def2-TZVPD

Total charge: +2
Spin multiplicity: 1
E_LUMO: -6.9 eV
HOMO-LUMO gap: 8.985 eV
Highest occupied orbital energy: -15.860 eV

Each line ends with the Mulliken charge.
CARTESIAN COORDINATES (ANGSTROEM)
La (-0.294, 0.012, -1.233)  1.2734
O (0.741, 3.780, -2.527)  -0.3872
C (0.306, 3.018, -1.589)  0.8886
O (0.859, 1.968, -1.218)  -0.6566
C (-0.952, 3.520, -0.894)  -0.4336
O (-1.849, 2.447, -0.638)  -0.4094
C (-2.819, 2.199, -1.692)  -0.5382
C (-2.108, 1.048, -2.379)  0.9460
O (-2.309, -0.115, -1.909)  -0.5689
O (-1.039, 1.282, -2.991)  -0.6123
H (1.549, 3.470, -2.970)  0.4181
H (-1.412, 4.316, -1.477)  0.3418
H (-0.649, 3.926, 0.073)  0.3263
H (-2.980, 3.072, -2.319)  0.4142
H (-3.740, 1.872, -1.221)  0.3370
C (2.016, -3.854, -1.196)  -0.4806
C (1.506, -2.881, -2.050)  -0.4595
N (1.454, -1.591, -1.706)  -0.3658
C (1.902, -1.256, -0.478)  -0.2831
C (2.226, -2.177, 0.497)  0.5746
C (2.329, -3.517, 0.107)  -0.3378
C (2.446, -1.670, 1.855)  -0.9027
C (1.587, -0.927, 2.563)  -0.8135
C (0.155, -0.606, 2.381)  1.2090
C (-0.531, -0.324, 3.564)  -0.7651
C (-1.886, -0.061, 3.506)  -0.3211
N (-2.553, -0.158, 2.358)  -0.4881
C (-1.864, -0.449, 1.287)  -0.3033
N (-0.519, -0.610, 1.199)  -0.1961
H (2.118, -4.871, -1.548)  0.4365
H (1.155, -3.144, -3.039)  0.4445
H (2.106, -0.199, -0.273)  0.8244
H (2.638, -4.270, 0.821)  0.5168
H (3.390, -1.929, 2.322)  0.4741
H (1.937, -0.626, 3.542)  0.3714
H (-0.006, -0.314, 4.508)  0.4235
H (-2.456, 0.220, 4.383)  0.4461
H (-2.457, -0.598, 0.380)  0.6567



(3)
Molecular formula: C11H24CsF3N4Se3Te
Method: DFT, ωB97M-V/def2-TZVPD

Energy relative to the best compared isomer or geometry (same formula, charge and spin): 0.322 eV
Total charge: -2
Spin multiplicity: 1
E_LUMO: 3.9 eV
HOMO-LUMO gap: 4.658 eV
Highest occupied orbital energy: -0.725 eV

Each line ends with the natural charge from an NBO analysis.
CARTESIAN COORDINATES (ANGSTROEM)
Cs (0.397, 2.768, -0.837)  0.8687
C (2.067, -2.385, -0.931)  -0.4051
C (1.382, -1.857, -2.194)  -0.2263
N (0.290, -0.940, -1.933)  -0.6433
C (-0.941, -1.571, -1.523)  -0.2085
C (-2.103, -0.602, -1.645)  -0.2341
N (-1.989, 0.568, -0.783)  -0.6515
C (-2.998, 0.704, 0.253)  -0.2071
C (-2.710, -0.118, 1.509)  -0.4101
C (-1.695, 0.511, 2.463)  -0.2170
N (-0.319, 0.451, 1.999)  -0.6345
C (0.339, -0.817, 2.224)  -0.2105
C (1.833, -0.732, 1.945)  -0.2150
N (2.168, -0.391, 0.579)  -0.6299
C (2.928, -1.347, -0.211)  -0.2249
H (2.715, -3.218, -1.227)  0.1879
H (1.328, -2.802, -0.232)  0.1807
H (1.039, -2.719, -2.795)  0.1334
H (2.123, -1.322, -2.794)  0.2386
H (0.141, -0.353, -2.747)  0.3853
H (-0.860, -1.917, -0.484)  0.1688
H (-1.169, -2.464, -2.137)  0.1379
H (-3.041, -1.135, -1.433)  0.1591
H (-2.148, -0.258, -2.683)  0.2183
H (-1.944, 1.397, -1.360)  0.3808
H (-3.999, 0.437, -0.126)  0.1443
H (-3.045, 1.759, 0.543)  0.1979
H (-2.388, -1.126, 1.217)  0.1932
H (-3.649, -0.243, 2.061)  0.1853
H (-1.798, 0.024, 3.449)  0.1381
H (-1.948, 1.566, 2.606)  0.2248
H (0.204, 1.221, 2.404)  0.3800
H (-0.094, -1.574, 1.559)  0.1782
H (0.194, -1.177, 3.260)  0.1359
H (2.286, -1.697, 2.203)  0.1696
H (2.260, 0.003, 2.640)  0.1745
H (2.539, 0.536, 0.492)  0.3661
H (3.665, -1.871, 0.421)  0.1382
H (3.493, -0.789, -0.964)  0.2416
Se (4.386, 0.666, -3.525)  -0.7267
Se (2.745, 2.322, -3.388)  -0.3332
Te (0.895, 1.325, -4.849)  0.0982
Se (-1.172, 2.433, -3.963)  -0.9153
F (0.212, 3.383, 3.548)  -0.4593
C (-0.198, 3.972, 2.316)  0.4326
F (0.183, 5.317, 2.532)  -0.4475
F (-1.605, 4.061, 2.540)  -0.4584



(4)
Molecular formula: C5H11N3O
Method: DFT, ωB97M-V/def2-TZVPD

Energy relative to the best compared isomer or geometry (same formula, charge and spin): 3.251 eV
Total charge: 0
Spin multiplicity: 1
E_LUMO: 0.9 eV
HOMO-LUMO gap: 7.395 eV
Highest occupied orbital energy: -6.524 eV

Each line ends with the natural charge from an NBO analysis.
CARTESIAN COORDINATES (ANGSTROEM)
C (-1.140, 0.810, -0.160)  0.3394
C (2.098, 0.188, -0.937)  -0.7048
C (1.123, -0.131, 0.171)  0.5515
N (-1.314, 1.856, -1.045)  -0.8259
N (-1.522, 0.985, 1.139)  -0.8239
N (-0.494, -1.845, 1.402)  -0.8731
C (-0.606, -0.395, -0.635)  -0.3104
C (-0.115, -1.580, 0.046)  -0.1272
O (1.408, 0.048, 1.359)  -0.6625
H (-1.949, 1.634, -1.805)  0.3844
H (-1.645, 2.690, -0.572)  0.3764
H (-1.454, 0.122, 1.675)  0.4103
H (-0.997, 1.717, 1.613)  0.3717
H (-0.310, -2.816, 1.635)  0.3719
H (0.118, -1.284, 2.018)  0.3902
H (-0.504, -0.450, -1.716)  0.2277
H (0.281, -2.387, -0.565)  0.2092
H (2.957, 0.713, -0.516)  0.2369
H (2.443, -0.719, -1.435)  0.2292
H (1.623, 0.844, -1.672)  0.2291